No. 1
Computed, not measured: one molecule with the formula C21H44O3, with ωB97M-V/def2-TZVPD.

Properties
Highest occupied orbital energy ... -9.975 eV
Relative energy (zero: lowest compared OMol25 entry of this formula, charge and spin) ... 0.000 eV
E_LUMO ... 0.91 eV

ORCA input file:
```
! wB97M-V def2-TZVPD RIJCOSX def2/J DEFGRID3
* xyz 0 1
C 4.6840 -0.2767 10.6841
C 4.2397 -0.3359 9.2275
C 4.0864 -1.7769 8.7453
C 3.7444 -1.8908 7.2594
C 2.3497 -1.3719 6.9157
C 1.9998 -1.6110 5.4487
C 0.6106 -1.0837 5.0980
C 0.2546 -1.3259 3.6331
C -1.1320 -0.7847 3.2917
C -1.5811 -1.1106 1.8671
C -0.7578 -0.4029 0.7930
C -1.3306 -0.6336 -0.6035
C -0.5053 0.0597 -1.6847
C -1.0980 -0.1429 -3.0769
C -0.2707 0.5473 -4.1586
C -0.8793 0.3639 -5.5462
C -0.0505 1.0534 -6.6283
C -0.6927 0.9365 -8.0062
O -1.8742 1.7071 -8.0213
C -2.6043 1.6058 -9.2229
C -3.8549 2.5059 -9.1572
O -3.5190 3.8597 -9.2890
C -4.6274 2.2847 -7.8429
O -3.9650 2.8959 -6.7670
H 3.9564 -0.7710 11.3244
H 5.6437 -0.7734 10.8120
H 4.7854 0.7550 11.0132
H 3.2900 0.1911 9.1237
H 4.9758 0.1756 8.6029
H 3.3098 -2.2726 9.3328
H 5.0251 -2.3062 8.9284
H 3.8069 -2.9422 6.9671
H 4.4878 -1.3429 6.6753
H 1.6131 -1.8738 7.5477
H 2.2917 -0.3021 7.1228
H 2.0434 -2.6821 5.2360
H 2.7431 -1.1195 4.8162
H -0.1310 -1.5714 5.7356
H 0.5687 -0.0117 5.3059
H 1.0044 -0.8456 3.0022
H 0.2835 -2.3987 3.4275
H -1.1409 0.2987 3.4327
H -1.8551 -1.2127 3.9910
H -2.6272 -0.8137 1.7562
H -1.5279 -2.1906 1.7101
H -0.7403 0.6695 1.0015
H 0.2717 -0.7639 0.8184
H -1.3645 -1.7066 -0.8070
H -2.3566 -0.2594 -0.6392
H 0.5155 -0.3297 -1.6658
H -0.4539 1.1293 -1.4680
H -1.1558 -1.2125 -3.2925
H -2.1160 0.2530 -3.0954
H 0.7444 0.1430 -4.1516
H -0.2027 1.6139 -3.9334
H -0.9507 -0.7029 -5.7725
H -1.8910 0.7733 -5.5513
H 0.9457 0.6097 -6.6703
H 0.0574 2.1125 -6.3879
H -0.9321 -0.1147 -8.2300
H -0.0049 1.3021 -8.7839
H -1.9838 1.9245 -10.0728
H -2.9122 0.5616 -9.3894
H -4.4897 2.2514 -10.0132
H -3.3110 4.1825 -8.3983
H -5.6066 2.7651 -7.9074
H -4.7676 1.2091 -7.6707
H -3.0681 2.5264 -6.7422
*
```

---

No. 2
Computed, not measured: a 4-piece molecular cluster, C21H45BO12S overall, with ωB97M-V/def2-TZVPD.

Properties
Highest occupied orbital energy ... -9.343 eV
E_LUMO ... 0.13 eV

ORCA input file:
```
! wB97M-V def2-TZVPD RIJCOSX def2/J DEFGRID3
* xyz 0 1
C 3.9576 -2.4925 2.0179
C 3.5243 -1.4802 1.4749
C 2.7482 -0.1813 0.9345
C 1.5590 -0.8561 0.1255
C 0.3428 0.0958 -0.2233
C -0.3916 0.7458 1.0294
C -1.9327 1.1179 0.7799
C -2.7740 0.5010 2.0048
O 2.4899 0.5414 2.1601
S 4.0172 0.9828 2.7168
O 4.5324 0.2339 3.8692
O 3.8890 2.3627 3.2408
O 4.8643 0.8547 1.2728
C 3.8558 0.6995 0.2082
B 3.4210 2.2123 -0.2709
O 2.5835 2.4559 -1.4097
O 3.8386 3.3602 0.4724
H 3.9842 -3.5466 2.4125
H 1.2474 -1.8123 0.6616
H 1.9926 -1.2158 -0.8864
H 0.5882 0.9247 -0.9574
H -0.4299 -0.5585 -0.7601
H -0.2219 0.1392 1.9813
H 0.1438 1.7400 1.2313
H -2.0093 2.2560 0.7586
H -2.2205 0.6611 -0.2130
H -3.8020 0.2233 1.5938
H -2.8392 1.2303 2.8702
H -2.2524 -0.4215 2.4031
H 4.2068 0.1561 -0.7186
H 1.7487 2.8071 -1.0227
H 3.0934 3.5871 1.0677
C -3.0576 -5.3506 -1.5445
O -4.3064 -4.7406 -1.8384
C -4.6229 -3.6831 -0.9382
C -4.2978 -2.3212 -1.5384
O -2.8963 -2.1619 -1.7436
C -2.5136 -2.4008 -3.0911
H -2.7416 -5.9173 -2.4219
H -2.2819 -4.6176 -1.3108
H -3.1754 -6.0393 -0.7017
H -4.1104 -3.8230 0.0193
H -5.7000 -3.7344 -0.7499
H -4.6055 -1.5452 -0.8300
H -4.8473 -2.1593 -2.4713
H -2.7518 -1.5220 -3.7000
H -3.0086 -3.2799 -3.5100
H -1.4352 -2.5642 -3.1148
C 4.0819 -4.6313 -4.6597
O 3.4816 -3.7272 -5.5770
C 2.2039 -3.2748 -5.1412
C 2.2883 -1.8978 -4.4950
O 3.0473 -1.9325 -3.2887
C 4.3806 -1.4858 -3.4706
H 5.1466 -4.6919 -4.8900
H 3.9723 -4.3051 -3.6229
H 3.6366 -5.6243 -4.7795
H 1.7473 -4.0011 -4.4605
H 1.5682 -3.2059 -6.0298
H 1.2770 -1.5764 -4.2251
H 2.6992 -1.1593 -5.1906
H 4.3911 -0.3906 -3.5040
H 4.8333 -1.8824 -4.3820
H 4.9692 -1.8206 -2.6150
C -4.1766 5.4741 5.3617
O -2.9753 6.2313 5.3340
C -1.8168 5.4250 5.5279
C -1.1378 5.0934 4.2052
O -1.9670 4.2752 3.3831
C -2.6511 5.0205 2.3853
H -4.9681 6.0761 4.9123
H -4.0928 4.5412 4.7993
H -4.4463 5.2523 6.3994
H -2.0674 4.5135 6.0803
H -1.1214 6.0059 6.1421
H -0.2301 4.5182 4.4133
H -0.8425 6.0040 3.6739
H -1.9643 5.2390 1.5601
H -3.0605 5.9545 2.7769
H -3.4733 4.4108 2.0085
*
```